(1)
{
  "formula": "C50H40Cl2N5OP2RuS2",
  "method": "wB97M-V/def2-TZVPD",
  "spin_multiplicity": 6,
  "gap_ev": [4.41, 5.28],
  "symbols": ["Ru", "O", "S", "C", "C", "C", "C", "C", "C", "P", "C", "C", "C", "C", "C", "C", "C", "C", "C", "C", "C", "C", "C", "C", "C", "C", "C", "C", "P", "C", "C", "C", "C", "C", "C", "C", "C", "C", "C", "C", "C", "H", "H", "H", "H", "H", "H", "H", "H", "H", "H", "H", "H", "H", "H", "H", "H", "H", "H", "H", "H", "H", "H", "H", "H", "H", "H", "H", "H", "C", "C", "N", "N", "C", "N", "S", "C", "C", "C", "C", "C", "N", "H", "H", "H", "H", "H", "H", "H", "H", "H", "Cl", "C", "C", "C", "C", "C", "Cl", "C", "N", "H", "H", "H"],
  "xyz": [[-0.074, 0.915, -0.175], [1.467, 0.738, -3.485], [1.172, -1.268, -1.632], [2.837, -1.089, -1.010], [3.906, -1.365, -1.851], [5.197, -1.301, -1.356], [5.409, -0.974, -0.024], [4.343, -0.664, 0.802], [3.040, -0.695, 0.311], [1.588, -0.301, 1.345], [2.268, 0.760, 2.663], [2.266, 2.140, 2.482], [2.755, 2.977, 3.465], [3.271, 2.446, 4.634], [3.269, 1.075, 4.826], [2.750, 0.232, 3.858], [1.468, -1.911, 2.237], [2.496, -2.854, 2.275], [2.349, -4.030, 2.987], [1.168, -4.296, 3.659], [0.139, -3.370, 3.625], [0.289, -2.186, 2.925], [0.555, -2.570, -0.595], [1.314, -3.726, -0.449], [0.802, -4.812, 0.229], [-0.492, -4.747, 0.732], [-1.246, -3.599, 0.588], [-0.747, -2.480, -0.075], [-1.631, -0.864, -0.122], [-2.910, -1.161, 1.153], [-3.956, -2.061, 0.933], [-4.792, -2.425, 1.973], [-4.604, -1.895, 3.241], [-3.604, -0.961, 3.452], [-2.765, -0.592, 2.413], [-2.652, -1.034, -1.626], [-3.884, -0.383, -1.668], [-4.688, -0.497, -2.786], [-4.263, -1.247, -3.872], [-3.024, -1.864, -3.846], [-2.215, -1.759, -2.727], [3.719, -1.625, -2.882], [6.036, -1.521, -2.000], [6.411, -0.946, 0.374], [4.515, -0.372, 1.829], [1.860, 2.553, 1.569], [2.725, 4.046, 3.325], [3.672, 3.099, 5.396], [3.669, 0.664, 5.742], [2.714, -0.834, 4.035], [3.423, -2.678, 1.752], [3.168, -4.738, 3.014], [1.051, -5.220, 4.206], [-0.788, -3.572, 4.142], [-0.519, -1.468, 2.906], [2.312, -3.753, -0.860], [1.406, -5.697, 0.364], [-0.912, -5.595, 1.247], [-2.238, -3.566, 1.009], [-4.113, -2.468, -0.058], [-5.590, -3.133, 1.795], [-5.227, -2.216, 4.064], [-3.470, -0.520, 4.427], [-2.005, 0.163, 2.574], [-4.197, 0.217, -0.823], [-5.644, 0.006, -2.813], [-4.888, -1.322, -4.750], [-2.681, -2.424, -4.703], [-1.245, -2.240, -2.705], [-3.812, 3.041, -1.899], [-2.536, 2.271, -1.680], [-1.966, 2.242, -0.474], [-2.434, 3.074, 0.436], [-1.951, 3.147, 1.625], [-2.469, 4.067, 2.500], [-0.701, 2.118, 2.250], [-1.871, 1.682, -2.773], [-2.458, 1.628, -4.060], [-1.734, 1.148, -5.116], [-0.390, 0.821, -4.929], [0.143, 0.943, -3.651], [-0.580, 1.257, -2.584], [-4.095, 3.542, -0.979], [-4.618, 2.376, -2.212], [-3.664, 3.791, -2.674], [-2.856, 4.906, 2.098], [-1.924, 4.204, 3.335], [-3.482, 1.942, -4.176], [-2.180, 1.054, -6.096], [0.239, 0.493, -5.737], [1.703, 0.998, -2.580], [4.218, 2.163, 0.017], [3.360, 3.181, -1.081], [4.077, 4.002, -1.914], [3.422, 4.861, -2.785], [2.040, 4.949, -2.734], [1.322, 4.159, -1.869], [-0.372, 4.383, -1.703], [1.925, 3.120, -1.076], [1.260, 2.206, -0.445], [5.153, 3.966, -1.880], [3.988, 5.482, -3.458], [1.513, 5.637, -3.375]],
  "forces_ev_per_angstrom": [[-0.443, 0.528, -0.088], [0.535, 0.086, 0.138], [-0.058, -0.079, 0.235], [-0.301, -0.008, 0.084], [0.037, 0.032, -0.090], [0.039, 0.003, 0.025], [0.023, -0.047, 0.083], [-0.142, -0.112, -0.107], [0.092, -0.101, -0.048], [0.510, -0.108, 0.367], [-0.137, 0.029, -0.064], [0.020, 0.013, -0.139], [0.107, 0.043, 0.077], [0.030, 0.036, -0.032], [0.078, -0.080, 0.202], [0.020, -0.047, 0.002], [-0.393, -0.035, -0.001], [0.016, 0.221, 0.066], [0.054, -0.055, 0.180], [0.042, 0.056, 0.110], [0.012, -0.046, 0.227], [0.208, 0.125, 0.022], [-0.388, -0.248, -0.229], [-0.142, 0.098, -0.160], [-0.306, 0.066, 0.010], [0.226, -0.077, -0.223], [-0.112, 0.071, -0.264], [0.678, 0.028, -0.067], [-0.959, -0.779, -0.138], [0.122, 0.195, 0.136], [-0.010, 0.174, -0.083], [-0.086, -0.104, -0.102], [0.082, 0.006, 0.103], [-0.096, -0.084, 0.077], [0.027, 0.039, -0.148], [0.109, 0.070, 0.031], [0.084, 0.003, 0.015], [-0.053, -0.065, 0.024], [0.053, 0.051, 0.012], [-0.032, -0.100, -0.162], [-0.004, 0.091, 0.237], [-0.034, -0.064, -0.075], [0.007, 0.008, -0.042], [0.133, 0.021, 0.018], [0.033, 0.030, 0.060], [0.094, 0.001, 0.251], [0.008, 0.119, -0.065], [0.000, 0.039, 0.071], [-0.023, -0.076, 0.054], [0.069, 0.008, 0.037], [0.015, -0.013, -0.049], [-0.010, -0.035, -0.009], [-0.024, -0.075, 0.049], [-0.092, 0.010, 0.034], [-0.046, 0.028, 0.018], [0.105, -0.030, -0.052], [0.006, -0.070, 0.011], [-0.059, -0.134, 0.141], [0.026, -0.069, 0.088], [-0.004, -0.095, 0.049], [-0.029, -0.026, -0.014], [-0.114, 0.040, 0.010], [0.013, 0.070, 0.102], [0.023, -0.011, 0.021], [-0.083, -0.024, 0.003], [-0.085, 0.039, 0.003], [-0.049, -0.048, -0.078], [0.037, -0.052, -0.071], [-0.033, -0.078, -0.093], [0.225, -0.169, 0.081], [-0.289, 0.113, -0.277], [1.526, -1.610, -0.232], [-1.072, 1.574, 1.063], [0.286, -0.990, -0.829], [-0.285, 0.344, 0.462], [0.316, -0.202, -0.166], [-0.269, 0.544, 0.228], [-0.048, -0.123, -0.175], [-0.134, 0.231, 0.316], [0.534, -0.236, 0.117], [-0.730, 0.035, -0.298], [0.429, -0.186, 0.612], [-0.045, -0.057, -0.042], [-0.124, 0.007, -0.082], [-0.086, 0.070, -0.134], [-0.035, -0.066, -0.103], [0.020, 0.048, -0.072], [-0.079, -0.013, -0.076], [-0.050, 0.024, -0.077], [0.167, 0.025, -0.121], [-0.121, 0.160, -0.185], [0.156, 0.264, -0.309], [-0.070, -0.188, 0.126], [0.126, 0.037, -0.017], [-0.115, -0.069, 0.151], [0.053, 0.087, -0.156], [-0.450, -0.322, 0.247], [0.214, 0.321, -0.188], [1.087, 1.366, -0.837], [-0.648, -0.589, 0.257], [0.128, -0.024, 0.013], [0.057, 0.087, -0.112], [-0.103, 0.108, 0.025]],
  "lowdin_charge": [0.82, -0.01, 1.02, -0.49, -0.08, -0.06, -0.09, -0.17, -0.41, 1.05, -0.39, -0.24, -0.08, -0.08, -0.08, -0.08, -0.34, -0.09, -0.08, -0.08, -0.07, -0.08, -0.53, -0.09, -0.06, -0.06, -0.07, -0.35, 1.00, -0.34, -0.11, -0.07, -0.08, -0.07, -0.12, -0.36, -0.12, -0.08, -0.08, -0.07, -0.08, 0.11, 0.11, 0.11, 0.11, 0.02, 0.11, 0.10, 0.10, 0.10, 0.10, 0.11, 0.11, 0.11, 0.09, 0.12, 0.11, 0.11, 0.10, 0.11, 0.11, 0.10, 0.11, -0.01, 0.12, 0.11, 0.10, 0.11, 0.09, -0.04, -0.41, -0.15, -0.06, -0.86, 0.04, 0.65, -0.31, -0.05, -0.09, -0.03, -0.44, 0.08, 0.06, 0.06, 0.08, 0.08, 0.06, 0.10, 0.10, 0.10, 0.04, 0.85, -0.55, -0.12, -0.07, -0.11, -0.57, 0.84, -0.44, -0.08, 0.10, 0.11, 0.11]
}

=====

(2)
{
  "formula": "C3H6BrCl2OP",
  "method": "wB97M-V/def2-TZVPD",
  "spin_multiplicity": 1,
  "gap_ev": [10.18, 4.58],
  "symbols": ["C", "C", "C", "O", "P", "Cl", "Cl", "Br", "H", "H", "H", "H", "H", "H"],
  "xyz": [[-0.276, 0.803, 0.155], [1.092, 0.287, 0.782], [1.787, -0.885, 0.164], [1.669, 3.215, -0.472], [2.137, 2.196, -1.515], [4.199, 2.024, -1.164], [2.145, 3.073, -3.336], [1.675, -1.402, -1.628], [-0.184, 0.884, -0.955], [-0.453, 1.646, 0.834], [-1.008, 0.050, 0.334], [1.893, 1.113, 0.604], [1.086, 0.176, 1.852], [2.417, -1.458, 0.755]],
  "forces_ev_per_angstrom": [[2.258, -0.938, 1.084], [1.236, 1.077, -2.562], [-1.596, 0.572, -0.203], [0.252, -1.926, -1.891], [0.788, 3.006, 2.076], [-0.683, -0.444, -0.234], [-0.173, -0.215, -0.344], [-0.059, 0.424, 0.309], [-0.191, 0.710, 1.062], [-0.536, 0.393, -1.237], [-0.762, -0.588, 0.192], [-1.335, -0.796, 0.630], [-0.340, -0.179, 0.424], [1.144, -1.096, 0.695]],
  "lowdin_charge": [-0.12, -0.36, -0.60, -0.47, 0.07, 0.21, 0.26, 0.68, 0.04, 0.08, 0.05, 0.06, 0.10, 0.01]
}

=====

(3)
{
  "formula": "C4H4N4",
  "method": "wB97M-V/def2-TZVPD",
  "smiles": "[H]/N=c1\\ncccnn1",
  "spin_multiplicity": 1,
  "gap_ev": 8.91,
  "symbols": ["H", "N", "C", "N", "C", "C", "C", "N", "N", "H", "H", "H"],
  "xyz": [[-2.150, 0.487, 1.382], [-1.812, -0.432, 0.948], [-1.083, -0.159, -0.072], [-0.857, 1.090, -0.650], [0.283, 1.598, -0.275], [1.362, 0.774, 0.411], [1.526, -0.544, 0.456], [0.827, -1.438, -0.411], [-0.369, -1.152, -0.741], [0.636, 2.585, -0.456], [2.120, 1.401, 0.939], [2.346, -0.954, 0.993]],
  "forces_ev_per_angstrom": [[0.253, -1.548, -1.011], [0.658, 1.749, -0.589], [-0.726, 0.200, 2.084], [1.263, 1.722, 0.739], [0.666, -3.424, 0.393], [-0.534, 2.725, 0.533], [-1.088, -0.624, -0.992], [-1.617, 1.442, 0.037], [1.715, -2.034, -0.280], [-0.494, 0.917, -0.640], [-0.619, -0.611, -0.475], [0.522, -0.514, 0.200]],
  "lowdin_charge": [0.09, 0.15, -0.58, 0.14, -0.08, -0.06, -0.12, 0.08, 0.09, 0.09, 0.11, 0.10]
}

=====

Number 1: largest force on an atom 2.2 eV Å⁻¹. Number 2: largest force on an atom 3.7 eV Å⁻¹. Number 3: largest force on an atom 3.5 eV Å⁻¹.